one | Entry from OMol25: a single C11H10N2S molecule (wB97M-V/def2-TZVPD).

ORCA input file:
```
! RIJCOSX wB97M-V def2-TZVPD def2/J DEFGRID3
* xyz 0 1
C -3.9556 -0.7549 0.0047
C -2.9997 -1.7638 0.3045
C 4.4643 -0.6486 -0.5109
C 4.3827 0.7115 0.0281
C -3.6079 0.5319 -0.2512
C -1.6989 -1.3641 0.5611
C 3.2197 -1.1628 -0.3721
C 3.1704 0.8742 0.6272
C -2.3049 0.9593 -0.1126
C -1.4655 -0.0071 0.4793
C 1.1004 -0.3382 0.2665
N 2.4081 -0.2276 0.2947
N -1.8988 2.2519 -0.3723
S 0.1540 0.7480 0.9754
H -4.9575 -0.8393 0.0320
H -3.4627 -2.8115 0.3238
H 5.1498 -1.1091 -1.1879
H 5.2001 1.3932 0.0567
H -4.3239 1.2896 -0.6338
H -0.9841 -2.1843 0.7189
H 2.8537 -2.1555 -0.5295
H 2.9753 1.8255 1.0494
H -0.9003 2.1890 -0.6591
H -2.5183 2.5927 -1.0931
*
```

Properties
- lowest unoccupied orbital energy (eV) = 0.374
- HOMO level (eV) = -8.043
- Kohn-Sham gap (Eh) = 0.309

---

two | Entry from OMol25: a single C11H10N2S molecule (wB97M-V/def2-TZVPD).

ORCA input file:
```
! RIJCOSX wB97M-V def2-TZVPD def2/J DEFGRID3
* xyz 0 1
C -0.2316 0.3026 -3.1208
C -0.7535 0.4256 -1.9616
N -1.2342 0.5356 -0.8447
C -1.7777 1.4132 -0.0219
C -1.9259 1.2746 1.2696
C -1.4403 0.3309 2.2873
C -0.3792 -0.4621 2.1407
C 0.5169 -0.6145 0.9786
C 0.5873 -1.9351 0.4062
C 1.1505 -1.9838 -0.7877
C 1.9584 -1.0129 -1.2495
N 2.1613 0.1351 -0.6034
C 1.3837 0.3363 0.4710
S 1.6720 1.9831 1.2454
H -0.8918 0.5846 -3.8977
H 0.8034 0.1274 -3.3841
H -2.3171 2.1779 -0.6646
H -2.5842 2.1078 1.8548
H -1.8931 0.4947 3.2779
H 0.0020 -1.0946 2.8925
H -0.0550 -2.7385 0.7577
H 0.9296 -2.8336 -1.3184
H 2.5646 -0.9797 -2.1297
H 1.7539 1.4252 2.4023
*
```

Properties
- SMILES = C=C=N/C=C\C=C/c1cccnc1S
- lowest unoccupied orbital energy (eV) = 0.257
- HOMO level (eV) = -7.908
- Kohn-Sham gap (Eh) = 0.300

---

Which structure is most stable? one, by 77.7 kJ/mol over the runner-up.

---

one | Entry from OMol25: 9 unconnected molecules or ions with the total composition C36H54O27 (wB97M-V/def2-TZVPD).

ORCA input file:
```
! RIJCOSX wB97M-V def2-TZVPD def2/J DEFGRID3
* xyz 0 1
C -0.1238 -3.2652 -5.0772
C 0.0748 -4.3042 -3.9688
C 0.8222 -5.6930 -4.2921
O 1.3872 -5.9672 -3.0845
C 1.6253 -4.7878 -2.3906
O 2.4674 -4.7513 -1.4328
O 0.9466 -3.7765 -2.9157
H -0.4401 -2.4334 -4.6858
H -0.8864 -3.5286 -5.7915
H 0.7832 -3.1886 -5.6643
H -1.0236 -4.4881 -3.6182
H 1.5708 -5.4249 -4.9306
H 0.1413 -6.3614 -4.9980
C -2.1780 5.5118 0.3110
C -1.2489 4.3032 0.2862
C -0.1209 4.3080 -0.7913
O 1.0532 4.2009 -0.1412
C 0.7527 4.1554 1.2387
O 1.6168 4.0301 2.1305
O -0.5354 4.2068 1.4644
H -2.8035 5.6282 -0.3868
H -1.7306 6.4753 0.5501
H -2.6084 5.1113 1.2203
H -1.5603 3.3633 0.1260
H -0.0193 5.2090 -1.1845
H -0.1451 3.4510 -1.4046
C 4.6646 1.9676 1.7622
C 3.5285 1.1605 1.1018
C 3.0656 1.7872 -0.2756
O 3.2874 0.7485 -1.0989
C 3.5103 -0.4276 -0.5614
O 3.6686 -1.4991 -1.0643
O 3.6718 -0.2224 0.7511
H 4.4758 3.0593 1.6883
H 5.6735 1.6748 0.9829
H 4.9505 1.7869 2.8506
H 2.7914 1.1198 1.5476
H 3.5676 2.6020 -0.4763
H 1.9222 1.9781 -0.3772
C -3.4897 2.1054 2.6138
C -3.5529 2.0894 4.1517
C -2.8761 3.3518 4.8069
O -3.9075 4.0716 5.3453
C -5.0848 3.5530 5.1367
O -6.1499 3.8588 5.6023
O -4.8927 2.2961 4.6157
H -2.4073 1.9844 2.1891
H -3.9071 2.9066 1.9811
H -3.7634 1.0838 2.3748
H -3.1754 1.1421 4.6274
H -2.3365 3.9024 4.1528
H -2.2661 2.9423 5.6326
C -1.2744 -3.4076 2.1100
C -1.6873 -2.0966 2.8328
C -2.7263 -1.2865 2.1041
O -3.6584 -0.9883 3.2062
C -3.2924 -1.7558 4.2854
O -3.8187 -1.6785 5.3523
O -2.0975 -2.3181 4.1269
H -1.1491 -3.2759 1.1177
H -2.1406 -4.2223 2.2672
H -0.5211 -3.6822 2.8728
H -0.5969 -1.5046 3.0309
H -3.0835 -1.7675 1.2501
H -2.2002 -0.4210 1.8249
C -4.5243 0.2413 -0.6044
C -4.1369 0.9040 -1.9750
C -5.2756 1.6174 -2.6464
O -4.5757 2.6281 -3.2577
C -3.3479 2.7706 -2.6939
O -2.6149 3.6330 -3.0677
O -3.0615 1.8159 -1.9316
H -5.0188 1.0279 0.1321
H -3.6708 -0.0474 -0.0866
H -5.2094 -0.5411 -0.7573
H -3.7172 0.0793 -2.4642
H -5.9270 2.0391 -1.8754
H -5.8708 1.2230 -3.5402
C 3.4238 -2.3551 -4.6075
C 4.7129 -3.1543 -4.7426
C 5.2893 -3.6481 -3.5302
O 5.4394 -5.0012 -3.9332
C 4.9329 -5.3663 -5.0009
O 4.7172 -6.4486 -5.5447
O 4.3251 -4.2936 -5.4964
H 3.5784 -1.3548 -4.1426
H 2.5978 -3.0869 -4.0961
H 3.1128 -2.0754 -5.6055
H 5.4342 -2.3660 -5.4773
H 4.4986 -3.3989 -2.6441
H 6.1901 -3.3521 -3.2833
C 1.0646 1.5071 4.8774
C 1.9442 0.3328 5.4167
C 1.7499 -0.7267 4.3203
O 3.0924 -1.1353 4.0804
C 4.0193 -0.3799 4.7193
O 5.2400 -0.3543 4.4673
O 3.3174 0.5736 5.4482
H -0.0598 1.4601 5.1924
H 1.1296 1.7533 3.7436
H 1.5610 2.4455 5.4306
H 1.4427 -0.0179 6.2172
H 1.2155 -0.3791 3.4644
H 0.9366 -1.5739 4.6545
C 0.5663 0.8202 -3.5282
C -0.2299 0.2009 -2.2972
C -0.0180 -1.2061 -1.7926
O -0.1414 -1.0437 -0.3600
C -0.0876 0.2864 -0.0055
O -0.0015 0.6624 1.1066
O -0.0446 1.0076 -1.0918
H 1.6072 0.6215 -3.3640
H 0.1699 1.8084 -3.6457
H 0.4424 0.3208 -4.2651
H -1.1345 0.4196 -2.5649
H 0.9308 -1.6048 -1.9501
H -0.5538 -1.8910 -2.4123
*
```

Properties
- SMILES = C[C@H]1COC(=O)O1.C[C@H]1COC(=O)O1.C[C@H]1COC(=O)O1.C[C@H]1COC(=O)O1.C[C@H]1COC(=O)O1.C[C@H]1COC(=O)O1.C[C@H]1COC(=O)O1.C[C@H]1COC(=O)O1.C[C@H]1COC(=O)O1
- lowest unoccupied orbital energy (eV) = -0.602
- HOMO level (eV) = -10.610
- Kohn-Sham gap (Eh) = 0.368

---

two | Entry from OMol25: 9 unconnected molecules or ions with the total composition C36H54O27 (wB97M-V/def2-TZVPD).

ORCA input file:
```
! RIJCOSX wB97M-V def2-TZVPD def2/J DEFGRID3
* xyz 0 1
C -3.1187 -0.6704 3.5291
C -2.0827 -1.4034 4.4041
C -2.7257 -2.3514 5.4581
O -2.1417 -3.5614 5.1081
C -1.4147 -3.4964 4.0771
O -0.7667 -4.3984 3.6451
O -1.2947 -2.1744 3.6731
H -3.4787 0.2586 3.9891
H -4.0067 -1.2824 3.0181
H -2.7517 -0.5074 2.6841
H -1.6587 -0.6094 4.7941
H -3.8727 -2.2374 5.3991
H -2.4787 -2.2414 6.4861
C 6.1873 -1.1124 -1.0349
C 5.8383 -2.5174 -0.5419
C 4.4123 -2.6264 0.0961
O 3.7213 -3.3074 -0.9419
C 4.4513 -3.6274 -1.9009
O 4.0643 -4.3914 -2.7239
O 5.7383 -3.2014 -1.7819
H 5.4773 -0.6904 -1.6879
H 7.0443 -1.2224 -1.5719
H 6.7013 -0.3164 -0.3549
H 6.5933 -3.0314 0.0651
H 4.0313 -1.6394 0.1851
H 4.4573 -3.4344 0.7291
C 0.5653 4.5356 1.6071
C -0.6907 4.5806 2.4681
C -1.9607 4.0106 1.8491
O -2.1947 2.7616 2.4951
C -1.3757 2.7466 3.5521
O -1.3387 1.8326 4.3721
O -0.5127 3.7426 3.5741
H 0.4553 5.2226 0.7301
H 0.9983 3.5336 1.2091
H 1.4153 4.8726 2.0041
H -0.8047 5.5836 2.9761
H -1.8507 3.7976 0.7181
H -2.8287 4.7366 2.0001
C -0.2397 -4.0794 -1.7069
C -0.6697 -3.8924 -0.2709
C -1.6877 -2.8694 -0.2079
O -2.7907 -3.6584 0.2851
C -2.4457 -4.9674 0.7011
O -3.1517 -5.6924 1.1881
O -1.0987 -5.0714 0.3711
H -0.0727 -3.1164 -2.0149
H -0.9207 -4.3924 -2.2759
H 0.7463 -4.7284 -1.9259
H 0.2513 -3.6354 0.1921
H -2.0287 -2.3994 -1.1189
H -1.5627 -2.0634 0.5411
C 1.6203 -1.4244 2.7701
C 1.3053 -0.0714 2.9531
C 1.7483 0.4786 4.3141
O 2.3853 1.7686 3.9581
C 2.6163 1.7756 2.7251
O 3.2273 2.7586 2.2061
O 2.0533 0.7246 2.1041
H 2.7573 -1.7434 2.8761
H 1.2943 -1.6394 1.7811
H 1.0483 -1.9934 3.3091
H 0.3123 0.0006 2.8421
H 2.5513 -0.3494 4.6611
H 1.0073 0.7706 4.9701
C 1.6943 -0.5904 -2.3619
C 1.3543 0.1236 -1.0519
C 1.1683 1.6466 -1.3039
O -0.2137 1.9586 -0.8929
C -0.6977 0.7886 -0.3089
O -1.7497 0.7056 0.3301
O 0.1603 -0.2384 -0.5509
H 1.3133 -0.0544 -3.3239
H 1.4153 -1.5474 -2.2349
H 2.7383 -0.6794 -2.2999
H 2.2683 -0.0934 -0.4979
H 1.1353 1.8346 -2.4099
H 1.8023 2.2496 -0.5819
C 4.3683 4.0266 -2.2759
C 4.1143 3.7906 -3.7649
C 5.0163 2.7476 -4.4879
O 3.9523 2.1666 -5.1689
C 2.7533 2.5126 -4.7989
O 1.6573 2.1206 -5.1769
O 2.8533 3.4616 -3.8369
H 4.3363 3.0106 -1.8249
H 3.6563 4.6976 -1.8969
H 5.4913 4.2256 -2.0179
H 4.1623 4.9246 -4.0539
H 5.6843 2.1016 -3.8029
H 5.4983 3.3186 -5.1999
C -2.7297 -0.2754 -2.9109
C -2.2627 -0.5904 -4.2849
C -1.2577 0.2906 -5.0069
O -0.1377 -0.4684 -5.3369
C -0.3707 -1.6684 -4.8999
O 0.3153 -2.6794 -5.0429
O -1.5337 -1.8274 -4.3229
H -3.5457 -0.8484 -2.3899
H -2.8517 0.8056 -2.8599
H -2.0557 -0.4504 -2.2549
H -2.9497 -1.0274 -4.8429
H -1.0107 1.1616 -4.4359
H -1.7017 0.8296 -5.9759
C -4.9117 1.9746 0.5101
C -5.8457 1.0076 1.2691
C -7.3007 1.0406 0.9871
O -7.6057 -0.3184 0.5511
C -6.4807 -1.0454 0.6101
O -6.4487 -2.2294 0.3681
O -5.4577 -0.3064 1.0301
H -3.9567 1.6986 0.8021
H -4.9867 2.9346 0.9301
H -5.0847 1.8466 -0.3599
H -5.5467 1.2416 2.2281
H -7.4097 1.7996 0.1461
H -7.8607 1.2406 1.7091
*
```

Properties
- SMILES = C[C@H]1COC(=O)O1.C[C@H]1COC(=O)O1.C[C@H]1COC(=O)O1.C[C@H]1COC(=O)O1.C[C@H]1COC(=O)O1.C[C@H]1COC(=O)O1.C[C@H]1COC(=O)O1.C[C@H]1COC(=O)O1.C[C@H]1COC(=O)O1
- lowest unoccupied orbital energy (eV) = 0.124
- HOMO level (eV) = -9.876
- Kohn-Sham gap (Eh) = 0.367

---

three | Entry from OMol25: 9 unconnected molecules or ions with the total composition C36H54O27 (wB97M-V/def2-TZVPD).

ORCA input file:
```
! RIJCOSX wB97M-V def2-TZVPD def2/J DEFGRID3
* xyz 0 1
C -3.6759 3.8753 3.3718
C -3.1504 2.5246 3.7106
C -3.1568 1.4465 2.6346
O -1.9502 0.7480 2.9270
C -1.1230 1.5831 3.6471
O 0.0582 1.2460 3.9149
O -1.7513 2.6759 3.9516
H -3.2800 4.1905 2.4064
H -3.4108 4.7389 3.9817
H -4.7559 3.8162 3.2367
H -3.6440 2.1304 4.5989
H -3.0639 2.0060 1.7038
H -3.9874 0.7459 2.5488
C 1.1095 -1.8862 5.1757
C -0.1666 -2.3376 4.4200
C -0.0084 -2.1641 2.9315
O -0.4586 -3.3479 2.2942
C -0.7762 -4.2784 3.2348
O -1.1489 -5.4235 2.9252
O -0.4349 -3.7818 4.4437
H 1.0346 -2.3143 6.1753
H 1.2493 -0.8060 5.2172
H 1.9946 -2.3408 4.7306
H -1.0937 -1.9384 4.8313
H 1.0659 -2.2335 2.7606
H -0.3515 -1.1900 2.5831
C -5.6171 3.4005 -0.0115
C -6.5477 2.2749 -0.4806
C -7.7819 2.0384 0.3394
O -8.7505 1.9290 -0.6094
C -8.3419 2.5344 -1.7825
O -9.0711 2.9234 -2.7083
O -7.0190 2.6567 -1.7756
H -6.0455 4.4004 0.0578
H -4.7886 3.4867 -0.7145
H -5.3268 3.2562 1.0292
H -6.0776 1.3160 -0.6987
H -7.9492 2.7624 1.1368
H -7.7872 1.1008 0.8953
C 0.3226 -4.8665 -2.7207
C -1.1449 -5.0965 -2.3224
C -1.3189 -4.5822 -0.8813
O -2.4708 -3.7188 -1.0478
C -2.8096 -3.5062 -2.3001
O -3.6672 -2.7174 -2.6612
O -2.0455 -4.3314 -3.1003
H 1.0879 -5.3822 -2.1406
H 0.5988 -3.8291 -2.9093
H 0.5169 -5.3415 -3.6822
H -1.3841 -6.1591 -2.3633
H -0.3638 -4.1563 -0.5738
H -1.5623 -5.4425 -0.2578
C 0.4788 4.9381 -3.0253
C -0.4741 5.3165 -1.8874
C -1.8899 4.9301 -2.2021
O -2.2975 3.9967 -1.2681
C -1.3029 3.8935 -0.3426
O -1.4352 3.3781 0.7333
O -0.2569 4.5561 -0.7587
H 1.4764 5.3485 -2.8682
H 0.1911 5.3812 -3.9787
H 0.6024 3.8613 -3.1400
H -0.4324 6.3784 -1.6448
H -1.9155 4.4579 -3.1842
H -2.5132 5.8185 -2.1000
C 4.6419 -1.9351 2.7654
C 4.2069 -2.7625 1.5349
C 3.3086 -4.0121 1.7284
O 2.3607 -3.9718 0.6866
C 2.3585 -2.7798 0.1239
O 1.6148 -2.3855 -0.8036
O 3.3549 -1.9834 0.7205
H 5.1681 -0.9965 2.5911
H 5.4106 -2.5523 3.2305
H 3.9177 -1.8214 3.5721
H 5.0221 -2.9814 0.8453
H 2.7002 -4.0167 2.6328
H 3.8893 -4.9342 1.7506
C 4.3008 -0.9133 -2.5878
C 4.6609 -2.3748 -2.8467
C 3.6879 -2.9362 -3.8479
O 4.5900 -3.7910 -4.6090
C 5.8659 -3.5408 -4.2726
O 6.8073 -4.0850 -4.8418
O 5.9432 -2.5465 -3.3735
H 4.2185 -0.3771 -3.5332
H 5.0233 -0.3440 -2.0031
H 3.3138 -0.9176 -2.1255
H 4.5664 -2.9596 -1.9317
H 3.2510 -2.2263 -4.5502
H 2.9383 -3.5991 -3.4156
C 3.0264 1.3909 1.3236
C 3.9872 2.4438 0.8273
C 5.2644 1.9901 0.0773
O 5.0704 2.5703 -1.1961
C 3.9605 3.1881 -1.3770
O 3.5775 3.6584 -2.4325
O 3.3184 3.2038 -0.1725
H 3.3411 0.9098 2.2496
H 2.8316 0.5911 0.6092
H 2.0826 1.8599 1.6018
H 4.4356 3.0076 1.6453
H 5.2585 0.9075 0.2040
H 6.2089 2.4171 0.4143
C 0.6193 0.9690 -1.9907
C -0.5657 0.0527 -1.7959
C -0.7578 -0.2607 -0.3675
O -2.1500 -0.0297 -0.1457
C -2.6751 0.5797 -1.2589
O -3.8891 0.7817 -1.3844
O -1.7231 0.7828 -2.1044
H 0.5485 1.5433 -2.9144
H 1.5336 0.3971 -2.1495
H 0.6083 1.7740 -1.2560
H -0.4569 -0.8119 -2.4506
H -0.0838 0.2328 0.3327
H -0.5039 -1.2950 -0.1355
*
```

Properties
- SMILES = C[C@H]1COC(=O)O1.C[C@H]1COC(=O)O1.C[C@H]1COC(=O)O1.C[C@H]1COC(=O)O1.C[C@H]1COC(=O)O1.C[C@H]1COC(=O)O1.C[C@H]1COC(=O)O1.C[C@H]1COC(=O)O1.C[C@H]1COC(=O)O1
- lowest unoccupied orbital energy (eV) = -0.141
- HOMO level (eV) = -10.262
- Kohn-Sham gap (Eh) = 0.372

---

Which structure is most stable? three, by 1021.9 kJ/mol over the runner-up.